C5H13NO2 | ωB97M-V/def2-TZVPD

Each line ends with the Löwdin spin population.
Geometry (Å):
C (-1.129, -0.932, 0.230)  0.0056
C (0.356, -0.876, -0.218)  0.0545
C (1.249, -1.214, 0.967)  0.0326
C (2.258, -2.020, 1.237)  0.0364
N (-1.838, 0.163, -0.552)  0.0057
C (-1.514, 1.482, -0.259)  0.0673
O (-2.278, 1.852, 0.990)  0.0145
H (-1.341, -0.699, 1.279)  0.0007
H (-1.669, -1.805, -0.109)  0.0020
H (0.508, -1.547, -1.060)  0.0205
H (0.662, 0.163, -0.464)  0.0221
H (1.063, -0.362, 1.633)  0.0072
H (2.891, -1.950, 2.104)  0.0031
H (2.502, -2.797, 0.501)  0.0063
H (-2.174, -0.233, -1.408)  0.0083
H (-0.563, 1.720, 0.264)  0.0258
H (-1.734, 2.307, -0.933)  0.0283
H (-3.164, 1.494, 1.035)  0.0007
H (1.745, 2.534, -1.546)  0.1203
H (2.486, 1.153, -2.026)  0.1185
O (1.684, 1.567, -1.664)  0.4195

Output
Total energy   -403.4199 Eh
Lowest unoccupied orbital energy (spin up / spin down)   0.127 / 0.124 hartree
HOMO-LUMO gap (spin up / spin down)   2.51 / 9.21 eV
Highest occupied orbital energy (spin up / spin down)   1.0 / -5.8 eV
Total charge   -1
Spin multiplicity   2
Energy relative to the best compared isomer or geometry (same formula, charge and spin)   3.318 eV
<S²>   0.75

***

C5H13NO2 | ωB97M-V/def2-TZVPD

Each line ends with the Löwdin spin population.
Geometry (Å):
C (-1.571, 1.108, -0.601)  0.0185
N (-0.774, 0.576, 0.496)  0.0530
C (2.919, 0.764, 1.353)  0.0246
C (1.486, 0.287, 1.592)  0.0219
C (0.636, 0.440, 0.265)  0.0678
C (0.635, -0.893, -0.482)  0.3657
O (0.384, -0.922, -1.676)  0.2912
H (-2.496, 0.621, -0.390)  0.0025
H (-1.228, 0.872, -1.630)  0.0009
H (-1.793, 2.113, -0.702)  0.0056
H (-0.975, 0.960, 1.456)  0.0169
H (3.119, 1.650, 1.968)  0.0050
H (3.083, 1.006, 0.278)  0.0065
H (3.651, 0.019, 1.597)  0.0050
H (1.052, 0.930, 2.407)  0.0075
H (1.430, -0.805, 1.866)  0.0128
H (1.076, 1.149, -0.357)  0.0124
H (1.073, -1.734, 0.029)  0.0626
H (-2.602, -0.896, -0.261)  0.0046
H (-2.474, -1.839, -1.421)  0.0011
O (-3.151, -1.368, -0.959)  0.0137

Output
Total energy   -403.4395 Eh
Lowest unoccupied orbital energy (spin up / spin down)   0.151 / 0.146 hartree
HOMO-LUMO gap (spin up / spin down)   3.43 / 7.13 eV
Highest occupied orbital energy (spin up / spin down)   0.7 / -3.2 eV
Total charge   -1
Spin multiplicity   2
Energy relative to the best compared isomer or geometry (same formula, charge and spin)   2.786 eV
<S²>   0.75